C33H40MoN5O3S as an isolated structure in a non-equilibrium geometry, computed with the ωB97M-V functional and the def2-TZVPD basis.

Positions of all 83 atoms, in Å:
Mo1 -0.5708 0.1134 0.7107
C1 -2.6291 -2.0979 0.5399
N1 -2.7062 -0.6350 0.8288
C2 -3.6565 -0.0609 -0.1554
C3 -3.6986 1.4585 -0.2924
C4 -2.4522 2.1331 -0.8597
N2 -1.2391 2.0149 -0.0292
C5 -0.5453 3.0971 0.1154
C6 0.7224 3.2848 0.7461
C7 1.1669 4.6157 0.9242
C8 2.3831 4.8906 1.4850
C9 3.2074 3.8169 1.8664
C10 2.8167 2.5134 1.6807
C11 1.5683 2.2130 1.1096
O1 1.2478 0.9600 0.9180
C12 -3.2309 -0.5377 2.2270
C13 -3.4627 0.8394 2.8549
C14 -2.3334 1.8704 2.7086
N3 -1.0411 1.1919 2.5634
C15 -0.2766 1.1993 3.5981
C16 0.8023 0.2892 3.8246
C17 1.7602 0.5180 4.8232
C18 2.6602 -0.4643 5.1537
C19 2.5667 -1.7117 4.5216
C20 1.6066 -1.9681 3.5643
C21 0.7224 -0.9570 3.1795
O2 -0.2229 -1.1802 2.2687
H1 -3.6253 -2.5417 0.6253
H2 -1.9559 -2.5768 1.2432
H3 -2.2545 -2.2499 -0.4682
H4 -4.6554 -0.4325 0.0939
H5 -3.3879 -0.4899 -1.1131
H6 -3.9988 1.9349 0.6371
H7 -4.5023 1.6698 -1.0016
H8 -2.6731 3.1908 -1.0076
H9 -2.2206 1.7151 -1.8335
H10 -0.9815 4.0088 -0.2943
H11 0.5159 5.4252 0.6100
H12 2.7116 5.9114 1.6216
H13 4.1739 4.0225 2.3108
H14 3.4526 1.6836 1.9643
H15 -2.5233 -1.0892 2.8391
H16 -4.1828 -1.0767 2.2596
H17 -3.6119 0.6272 3.9157
H18 -4.3963 1.2822 2.5062
H19 -2.3176 2.5144 3.5871
H20 -2.5096 2.5055 1.8503
H21 -0.5249 1.8892 4.4059
H22 1.7845 1.4819 5.3221
H23 3.4114 -0.2902 5.9121
H24 3.2622 -2.4969 4.7930
H25 1.5324 -2.9336 3.0802
C22 3.2216 -4.4332 -0.3796
C23 3.4987 -2.9800 -0.7402
N4 2.5978 -2.4707 -1.7768
C24 3.0510 -2.6302 -3.1665
C25 3.8609 -1.4354 -3.6466
C26 1.4330 -1.8939 -1.5006
S1 0.8574 -1.9129 0.1246
N5 0.7375 -1.4389 -2.5548
C27 -0.3258 -0.6907 -2.4544
O3 -0.7443 -0.0684 -1.4129
C28 -1.0278 -0.4321 -3.7547
C29 -2.3401 0.0266 -3.8124
C30 -2.9650 0.2485 -5.0307
C31 -2.2747 0.0294 -6.2144
C32 -0.9613 -0.4202 -6.1699
C33 -0.3455 -0.6545 -4.9511
H26 3.9392 -4.7675 0.3711
H27 3.3164 -5.0815 -1.2530
H28 2.2155 -4.5459 0.0278
H29 4.5109 -2.8795 -1.1328
H30 3.4164 -2.3426 0.1364
H31 2.1782 -2.7743 -3.7949
H32 3.6502 -3.5411 -3.2003
H33 3.2466 -0.5336 -3.6404
H34 4.2126 -1.6105 -4.6647
H35 4.7327 -1.2645 -3.0123
H36 -2.8914 0.1975 -2.9045
H37 -3.9915 0.5938 -5.0583
H38 -2.7588 0.2094 -7.1667
H39 -0.4161 -0.5923 -7.0892
H40 0.6777 -1.0031 -4.9121

Forces on the atoms, in the same order (eV/Å):
Mo 0.83 -1.10 -0.22
C -0.08 0.09 -0.03
N -0.04 -0.15 0.16
C 0.04 0.15 0.05
C 0.11 -0.06 0.01
C -0.03 -0.09 0.11
N 0.03 0.42 -0.08
C -0.12 -0.02 -0.03
C 0.03 0.06 0.01
C -0.13 -0.04 -0.03
C 0.10 -0.07 0.04
C -0.03 0.10 0.00
C 0.12 -0.02 0.04
C -0.10 -0.07 0.01
O -0.04 0.03 -0.18
C -0.02 0.05 -0.03
C 0.05 -0.02 -0.04
C 0.02 -0.15 0.01
N -0.40 0.36 0.09
C 0.03 0.10 0.03
C 0.02 -0.02 0.00
C -0.04 0.10 -0.03
C 0.03 -0.11 0.01
C 0.03 0.03 0.02
C 0.04 -0.09 -0.03
C -0.14 0.07 -0.15
O 0.02 0.15 0.11
H -0.02 0.00 0.00
H 0.05 0.01 0.06
H 0.04 0.02 -0.05
H -0.06 0.01 0.02
H 0.03 -0.07 -0.16
H -0.05 0.00 -0.04
H -0.03 0.00 -0.01
H 0.00 0.08 0.03
H 0.06 -0.01 -0.03
H 0.01 0.04 -0.03
H 0.02 -0.03 0.00
H 0.00 -0.02 0.01
H -0.02 -0.01 -0.01
H -0.02 0.03 -0.01
H 0.07 -0.02 0.03
H -0.02 -0.04 -0.02
H -0.01 0.02 0.01
H 0.00 -0.01 0.01
H 0.03 0.05 0.06
H 0.05 0.04 -0.05
H -0.01 -0.01 0.03
H -0.01 -0.06 -0.02
H 0.00 -0.01 -0.03
H -0.02 0.02 0.00
H 0.00 0.03 0.03
C -0.04 0.02 -0.01
C 0.01 -0.11 -0.06
N 0.03 0.02 -0.02
C 0.07 0.04 0.04
C -0.02 0.01 0.01
C -0.09 -0.01 -0.02
S -0.18 0.08 0.09
N 0.04 -0.14 -0.05
C 0.40 0.47 -0.03
O -0.53 -0.06 0.15
C -0.05 -0.04 0.05
C -0.01 -0.04 -0.05
C 0.02 0.01 -0.03
C 0.01 0.00 0.02
C -0.03 0.00 0.01
C 0.06 -0.01 -0.02
H -0.03 -0.01 -0.03
H 0.00 0.02 0.03
H 0.05 0.01 -0.01
H 0.01 0.04 0.00
H -0.02 0.05 0.04
H -0.04 -0.04 0.00
H -0.01 0.00 0.03
H 0.02 -0.03 0.00
H 0.00 0.02 0.04
H -0.02 0.00 -0.02
H -0.06 -0.03 0.09
H 0.04 -0.02 0.02
H 0.03 -0.02 0.04
H -0.01 0.01 0.03
H -0.06 0.01 0.00

Calculated values
Molecular weight   682.7 g/mol
Multiplicity   3
Total energy   -2247.30158 hartree
Expectation value of S²   2.020
F_max   0.0271 hartree/bohr
Charge   +1

***

A 4-piece molecular cluster, C33H40N2O12P overall in a non-equilibrium geometry, computed with the ωB97M-V functional and the def2-TZVPD basis.

Positions of all 88 atoms, in Å:
C1 -0.2301 -2.9761 5.2118
C2 -0.3531 -2.4028 3.9417
C3 -1.6203 -1.7413 3.3717
C4 -2.9328 -2.0913 4.1306
C5 -3.0208 -1.1972 5.3907
N1 -4.2403 -0.9056 5.7310
C6 -5.1500 -1.5069 4.7478
P1 -6.2708 -2.7513 5.5815
O1 -6.7190 -2.0906 6.8677
O2 -5.4518 -4.1416 6.0299
O3 -7.6435 -3.1318 4.7190
C7 -4.3310 -1.8494 3.4213
C8 -4.4839 -0.5238 2.5936
C9 -3.6841 -0.4805 1.2506
C10 -4.2161 0.7059 0.3404
C11 -3.4963 0.5926 -1.0630
C12 -2.3977 1.7204 -1.2601
O4 -1.0979 1.2144 -0.9859
C13 -0.3864 0.8329 -2.1704
C14 0.9754 1.6083 -2.1727
C15 -4.9374 -3.1633 2.8551
O5 -4.3327 -3.5385 1.5897
N2 -5.3166 -4.3264 0.9626
O6 -5.0805 -5.4615 1.0950
H1 -0.8470 -3.8680 5.4357
H2 0.5187 -2.5499 5.9020
H3 0.5391 -2.4579 3.2826
H4 -1.5156 -0.6359 3.3064
H5 -1.7291 -2.0830 2.3126
H6 -2.9341 -3.1504 4.4806
H7 -2.2436 -0.7616 6.0431
H8 -4.6054 -0.3664 6.5137
H9 -5.8778 -0.6921 4.5071
H10 -5.8656 -4.8959 5.5810
H11 -7.7758 -2.5203 3.9826
H12 -4.0647 0.2936 3.2336
H13 -5.5538 -0.2739 2.4110
H14 -3.7608 -1.3945 0.6341
H15 -2.6212 -0.2292 1.4556
H16 -5.3150 0.5519 0.2630
H17 -3.9810 1.6751 0.8347
H18 -2.9354 -0.3705 -1.0591
H19 -4.2722 0.6166 -1.8540
H20 -2.5940 2.5091 -0.4971
H21 -2.5184 2.1466 -2.2762
H22 -0.1660 -0.2586 -2.1084
H23 -0.9491 0.9988 -3.1108
H24 0.8192 2.6921 -2.3481
H25 1.6879 1.2219 -2.9299
H26 1.3954 1.4966 -1.1503
H27 -4.7750 -4.0383 3.5271
H28 -6.0132 -2.9824 2.6385
C16 1.2430 1.6754 1.5981
C17 1.0708 0.7718 2.5611
C18 2.1607 0.4277 3.5015
O7 2.0052 -0.4008 4.3820
C19 3.4520 1.1282 3.3302
C20 3.6276 2.0332 2.3671
C21 2.5360 2.3763 1.4291
O8 2.6897 3.2006 0.5528
H29 0.4550 1.9375 0.9002
H30 0.1368 0.2519 2.6986
H31 4.2388 0.8647 4.0253
H32 4.5655 2.5536 2.2262
C22 6.3520 1.7066 -3.4425
C23 6.3933 1.4552 -2.1347
C24 5.7198 2.3430 -1.1619
O9 5.7575 2.1150 0.0318
C25 4.9969 3.5198 -1.6941
C26 4.9554 3.7714 -3.0017
C27 5.6293 2.8834 -3.9749
O10 5.5916 3.1078 -5.1657
H33 6.8378 1.0695 -4.1707
H34 6.9158 0.5992 -1.7267
H35 4.5096 4.1556 -0.9665
H36 4.4324 4.6271 -3.4098
C28 6.3525 -0.1806 -10.0321
C29 6.3915 -0.4278 -8.7237
C30 5.7171 0.4643 -7.7547
O11 5.7528 0.2423 -6.5618
C31 4.9974 1.6399 -8.2921
C32 4.9583 1.8873 -9.6007
C33 5.6321 0.9954 -10.5706
O12 5.5955 1.2186 -11.7623
H37 6.8398 -0.8208 -10.7564
H38 6.9125 -1.2829 -8.3119
H39 4.5114 2.2800 -7.5669
H40 4.4378 2.7426 -10.0123

Forces on the atoms, in the same order (eV/Å):
C -0.58 0.69 -1.52
C -0.02 -0.22 1.05
C -0.28 -2.39 -1.25
C 0.53 1.00 0.29
C -0.58 0.20 0.94
N 0.94 -1.64 -1.92
C -2.18 0.10 -1.02
P -2.20 0.07 4.90
O 1.41 -0.58 -2.55
O -1.36 1.74 -2.05
O 2.78 0.06 0.23
C -0.31 0.39 2.07
C 1.36 -0.50 -0.64
C -0.47 1.50 -0.27
C 0.59 -1.27 0.14
C 0.13 0.64 0.81
C -1.28 -0.44 0.70
O -0.51 0.40 -1.05
C 1.62 -0.30 -0.08
C -0.61 -0.18 0.23
C 0.45 0.60 -0.97
O 0.68 1.10 1.40
N -0.69 -1.63 -0.43
O -0.15 0.60 -0.40
H -0.67 1.48 0.97
H 0.73 -1.65 -0.83
H -0.21 1.80 0.80
H 0.24 -0.67 0.31
H -0.15 0.37 0.65
H 0.19 0.67 -0.08
H 0.05 -0.55 -0.76
H 0.25 -0.14 0.09
H 0.24 -0.70 0.14
H 0.20 -0.27 0.16
H -0.27 -0.06 -0.07
H -0.47 -0.46 -0.36
H 0.57 -0.45 0.14
H 0.07 0.31 0.70
H -0.59 -0.51 -0.22
H 0.62 0.44 -0.12
H -0.41 -0.54 -0.36
H -0.57 0.57 -0.43
H 0.65 -0.09 0.27
H 0.18 -0.32 -0.68
H 0.48 -0.10 0.53
H -0.21 0.62 -0.06
H 0.06 0.08 0.65
H 0.03 -0.60 0.08
H -0.45 0.13 0.46
H 0.00 0.06 -0.80
H -0.35 0.78 -0.13
H 0.43 -0.26 0.30
C -0.34 -0.12 0.05
C 0.10 0.19 -0.15
C 0.20 -0.18 0.25
O -0.11 0.19 -0.16
C 0.04 0.12 -0.13
C 0.16 -0.06 0.26
C 0.23 0.15 -0.09
O -0.13 -0.02 0.07
H 0.02 -0.03 0.00
H -0.05 -0.04 -0.01
H -0.03 -0.02 0.01
H -0.02 -0.02 -0.09
C 0.15 -0.21 0.17
C 0.03 -0.05 -0.18
C 0.00 -0.03 0.13
O 0.01 -0.03 -0.03
C -0.08 0.22 -0.14
C -0.07 0.02 0.22
C -0.01 0.00 -0.21
O -0.03 0.11 0.00
H -0.06 0.03 -0.06
H 0.00 0.02 0.04
H 0.00 -0.06 0.04
H 0.02 -0.01 -0.03
C 0.09 -0.17 0.20
C 0.08 -0.06 -0.22
C 0.01 0.03 0.18
O 0.00 -0.12 0.01
C -0.14 0.17 -0.16
C -0.06 0.04 0.24
C -0.02 0.09 -0.26
O 0.00 -0.03 0.08
H -0.02 0.03 -0.03
H -0.01 0.02 0.04
H 0.07 -0.02 0.05
H 0.02 -0.02 -0.04

Calculated values
Molecular weight   687.7 g/mol
Multiplicity   1
Total energy   -2634.67063 hartree
F_max   0.1045 hartree/bohr
Charge   +1